(1)
Formula: C2H2OS2
Source: the OMol25 dataset
Level of theory: the ωB97M-V functional and the def2-TZVPD basis

```
7
Properties=species:S:1:pos:R:3:forces:R:3
C 0.090335 0.951311 0.213406 -2.0 0.8 2.4
C -0.021717 -0.176004 -0.729075 1.2 -1.1 -4.9
O -0.275912 2.112660 0.037309 1.0 -1.8 -0.6
S -0.181314 -1.627617 1.448246 -0.6 -2.5 2.7
S 0.085611 -1.827784 -0.408397 0.0 3.6 0.0
H 0.210338 0.588343 1.326763 0.8 0.7 -1.9
H 0.092661 -0.020909 -1.888252 -0.4 0.3 2.4
```
Forces are in eV/Å.

Computed properties:
Energy = -948.92023 a.u.
Energy relative to the best compared isomer or geometry (same formula, charge and spin) = 222.61 kJ/mol
Highest occupied orbital energy (alpha / beta) = -9.1 / -9.1 eV
LUMO level (alpha / beta) = -0.0842 / -0.0842 Eh
Orbital gap (alpha / beta) = 6.9 / 6.9 eV

The net atomic charges from Mulliken, expressed in e, are:
1. C 0.119
2. C -0.047
3. O -0.436
4. S -0.285
5. S 0.174
6. H 0.200
7. H 0.275

=====

(2)
Formula: C2H2S2
Source: the OMol25 dataset
Level of theory: the ωB97M-V functional and the def2-TZVPD basis

```
6
Properties=species:S:1:pos:R:3:forces:R:3
C -0.717659 0.141198 0.105496 12.2 0.0 -1.4
C 0.719135 0.131443 -0.100424 -12.2 0.1 1.4
S -2.352525 0.327666 0.032917 -0.1 -0.1 0.2
S 2.353311 0.350302 -0.038358 0.0 -0.1 -0.2
H -2.661592 -0.484229 1.073074 -0.1 0.0 -0.2
H 2.659331 -0.466381 -1.072704 0.2 0.0 0.2
```
Forces are in eV/Å.

Computed properties:
Energy = -873.63637 a.u.
Energy relative to the best compared isomer or geometry (same formula, charge and spin) = 266.10 kJ/mol
Highest occupied orbital energy = -8.3 eV
SMILES = SC#CS
LUMO level = 0.0245 Eh
Orbital gap = 9.0 eV

The net atomic charges from Mulliken, expressed in e, are:
1. C 0.116
2. C 0.109
3. S -0.249
4. S -0.241
5. H 0.132
6. H 0.133

=====

(3)
Formula: C2H2S2
Source: the OMol25 dataset
Level of theory: the ωB97M-V functional and the def2-TZVPD basis

```
6
Properties=species:S:1:pos:R:3:forces:R:3
C 1.806830 -1.216876 0.461224 -0.6 0.2 -0.1
C 0.744698 -0.314924 -0.094144 0.6 1.7 -1.1
S 4.184907 0.808535 -0.121197 -0.1 -0.1 0.0
S 0.488268 -2.107129 -0.132490 0.1 0.4 0.3
H 0.135420 0.423330 0.590596 1.2 -1.8 -1.5
H 1.128085 0.101310 -1.135510 -1.2 -0.5 2.3
```
Forces are in eV/Å.

Computed properties:
Energy = -873.53570 a.u.
Energy relative to the best compared isomer or geometry (same formula, charge and spin) = 530.42 kJ/mol
Highest occupied orbital energy (alpha / beta) = -9.6 / -9.6 eV
LUMO level (alpha / beta) = -0.0895 / -0.0903 Eh
Orbital gap (alpha / beta) = 7.2 / 7.2 eV

The net atomic charges from Mulliken, expressed in e, are:
1. C -0.208
2. C -0.244
3. S -0.017
4. S -0.026
5. H 0.247
6. H 0.249

=====

(4)
Formula: C2H30NO13
Source: the OMol25 dataset
Level of theory: the ωB97M-V functional and the def2-TZVPD basis

```
46
Properties=species:S:1:pos:R:3:forces:R:3
C 1.305482 0.033435 0.977051 -0.5 -0.4 -0.1
N 1.548832 1.070360 -0.016887 0.2 -0.2 -0.3
C 1.954424 0.522257 -1.298845 0.0 -0.3 -0.9
O 1.054004 -0.355665 -1.927520 -0.2 -0.1 0.4
H 0.432886 -0.585181 0.745686 -0.1 0.1 0.0
H 1.137532 0.459507 1.961704 0.1 0.2 0.1
H 2.138402 -0.667494 1.023040 0.3 0.2 0.0
H 0.701905 1.613375 -0.151977 -0.1 0.1 0.0
H 2.900786 -0.035345 -1.178853 0.0 0.4 0.2
H 2.115463 1.358204 -1.998275 0.2 0.1 0.3
H -3.649464 -1.295483 0.461398 -0.2 0.3 0.0
H -2.448185 -1.664597 -0.428162 -0.4 -0.1 0.2
O -3.091220 -2.036688 0.223922 0.3 -0.4 -0.5
H -1.697636 1.321782 2.786628 -0.2 -0.3 0.0
H -1.904918 -0.252573 2.648713 -0.3 0.4 0.0
O -2.374958 0.624144 2.658504 0.4 -0.4 0.2
H 2.801320 -2.543208 -2.709066 0.0 0.1 -0.1
H 2.216339 -1.213817 -3.145106 0.2 -0.3 -0.1
O 2.880709 -1.886708 -3.414746 -0.1 0.2 0.0
H 1.587075 -3.383091 1.872250 -0.6 0.0 -0.1
H 0.920545 -3.088226 0.517217 -0.2 -0.1 0.5
O 0.704486 -3.304428 1.472611 1.0 -0.1 -0.4
H 1.235048 -1.749812 -1.402167 0.0 -0.6 0.2
H 0.705449 -3.220944 -1.634845 -0.2 -0.2 -0.2
O 1.354088 -2.757425 -1.107674 0.1 0.8 0.1
H 3.738117 1.810996 1.971790 -0.1 0.3 -0.1
H 2.813641 2.135914 0.777411 0.0 0.1 0.5
O 3.306872 2.557657 1.533582 0.1 -0.3 -0.1
H 0.083779 0.681478 -3.059325 -0.3 0.4 0.0
H -0.680946 1.985640 -2.712826 0.0 -0.2 0.0
O -0.609793 1.304964 -3.395716 0.3 -0.1 -0.1
H -2.088862 -2.162377 1.613075 -0.1 0.2 0.3
H -0.697498 -2.463509 2.163898 -0.3 0.4 0.3
O -1.521638 -1.972099 2.392569 0.5 -0.5 -0.2
H -2.403526 0.463257 -0.376181 -0.3 0.3 0.3
H -2.825703 0.888862 1.101525 0.0 0.0 -0.3
O -3.015954 1.056188 0.132838 0.2 -0.2 -0.1
H -0.992234 3.029427 1.654479 0.0 -0.2 0.0
H 0.169623 2.920402 2.655740 -1.0 -0.2 0.0
O -0.805894 2.802239 2.586248 1.3 0.6 -0.1
H -2.067590 2.337377 -0.203195 -0.1 0.2 0.1
H -1.872848 3.907988 -0.234680 0.0 -0.3 -0.2
O -1.394215 3.071123 -0.313640 0.1 0.3 0.2
H -0.410705 -0.517684 -1.507113 -1.1 0.4 -0.1
H -1.792586 -0.271313 -2.290568 0.2 0.2 -0.2
O -1.460418 -0.528928 -1.424512 0.9 -0.6 0.3
```
Forces are in eV/Å.

Computed properties:
Energy = -1127.22711 a.u.
Energy relative to the best compared isomer or geometry (same formula, charge and spin) = 33.42 kJ/mol
Highest occupied orbital energy = -6.7 eV
LUMO level = 0.1031 Eh
Charge = -1
Orbital gap = 9.5 eV

The net atomic charges from Mulliken, expressed in e, are:
1. C -0.851
2. N -0.263
3. C -0.583
4. O -1.034
5. H 0.163
6. H 0.306
7. H 0.412
8. H 0.260
9. H 0.352
10. H 0.442
11. H 0.321
12. H 0.485
13. O -0.809
14. H 0.470
15. H 0.405
16. O -0.773
17. H 0.363
18. H 0.295
19. O -0.713
20. H 0.299
21. H 0.415
22. O -0.695
23. H 0.502
24. H 0.303
25. O -0.913
26. H 0.284
27. H 0.444
28. O -0.736
29. H 0.384
30. H 0.314
31. O -0.734
32. H 0.439
33. H 0.355
34. O -0.803
35. H 0.467
36. H 0.505
37. O -0.836
38. H 0.392
39. H 0.327
40. O -0.762
41. H 0.480
42. H 0.282
43. O -0.761
44. H 0.241
45. H 0.282
46. O -0.722

=====

(5)
Formula: C2H33O15
Source: the OMol25 dataset
Level of theory: the ωB97M-V functional and the def2-TZVPD basis

```
50
Properties=species:S:1:pos:R:3:forces:R:3
C -0.734308 0.570262 -1.052141 0.4 0.0 0.4
C 0.024027 1.154187 0.164900 0.6 -0.8 -1.4
O 1.368602 1.091308 -0.121358 0.6 -0.6 0.1
H -0.631759 1.191823 -1.941646 -0.2 0.1 0.1
H -1.760388 0.412653 -0.791575 -1.0 0.1 -0.3
H -0.348635 -0.428662 -1.323911 0.0 0.5 0.4
H -0.223643 0.505835 1.023483 -0.3 0.4 0.3
H -0.152551 2.213101 0.338665 -1.2 0.2 0.3
O 1.835334 3.105933 -1.714663 1.2 3.3 -1.3
H 1.644612 2.801164 -2.579407 -0.2 -0.4 -1.3
H 1.507535 2.450328 -1.160697 -0.8 -2.6 2.3
O -1.050252 -2.001528 1.116886 0.1 -2.1 -0.1
H -0.853865 -2.973514 1.043220 0.2 1.2 0.1
H -1.994164 -2.036754 1.013241 -0.9 0.4 -0.1
O -2.171665 1.417957 3.314191 -0.8 1.4 0.2
H -2.548939 0.821181 2.675946 -0.6 -0.1 -0.1
H -1.448068 0.886404 3.597536 1.3 -0.7 0.5
O 2.022197 -0.659336 -2.066484 1.4 -0.9 -1.6
H 2.993361 -0.530175 -2.066472 -0.8 -0.3 0.0
H 1.728955 -0.034906 -1.406050 -0.5 1.3 1.3
O -3.290514 -0.020762 1.384342 -0.7 -0.9 0.6
H -3.863318 0.664513 1.050206 0.1 0.7 -0.2
H -2.415311 0.047959 1.015881 0.7 0.5 -0.6
O 3.864814 1.681676 0.369359 -0.3 -1.2 -0.3
H 2.944707 1.420671 0.102698 0.5 -0.2 0.1
H 3.680633 2.588894 0.521020 0.2 1.6 0.3
O 1.583554 -1.395207 0.888813 -2.0 -4.0 0.9
H 1.583681 -0.507255 0.641147 0.1 3.1 -1.4
H 0.596910 -1.640690 0.926727 2.4 0.7 -0.1
O -4.390054 -1.646296 -0.394398 0.4 0.0 0.7
H -4.019228 -0.955331 0.206474 -0.4 -0.7 -0.6
H -4.239729 -2.435362 0.147299 -0.3 0.0 -0.4
O 2.426571 0.210067 2.771738 0.3 2.5 0.1
H 2.210543 -0.582278 2.300020 0.0 -1.1 -0.7
H 2.530691 0.916189 2.064841 0.2 -1.2 1.2
O 0.402077 -1.072159 -4.528242 -1.4 -0.7 -0.2
H 0.844652 -0.574672 -5.175942 0.5 1.1 -1.7
H 1.046131 -1.069263 -3.849444 1.1 -0.2 2.1
O 0.313996 -3.010697 -1.532866 -1.4 0.0 0.3
H -0.636346 -2.802398 -1.341994 1.4 -0.1 -0.4
H 0.798617 -2.175798 -1.427125 0.2 -0.2 0.0
O 1.577293 2.980693 2.408539 0.1 1.9 2.4
H 1.041730 3.281865 3.198692 0.9 -0.6 -1.5
H 1.000245 2.441367 1.911179 -1.1 -1.0 -1.0
O -2.119954 -1.977938 -4.095890 -2.7 -0.1 0.8
H -1.639058 -2.596059 -4.591147 1.2 -1.2 -1.0
H -1.512234 -1.295975 -3.910168 1.3 1.2 0.2
O -0.148654 -0.355861 3.477906 -2.1 -1.1 2.3
H 0.123620 -0.178561 4.393162 0.0 -0.3 -0.3
H 0.497549 0.101408 3.003506 2.4 1.2 -1.5
```
Forces are in eV/Å.

Computed properties:
Energy = -1224.62594 a.u.
Energy relative to the best compared isomer or geometry (same formula, charge and spin) = 167.12 kJ/mol
Highest occupied orbital energy = -6.0 eV
LUMO level = 0.0855 Eh
Charge = -1
Orbital gap = 8.4 eV

The net atomic charges from Mulliken, expressed in e, are:
1. C -0.700
2. C 0.409
3. O -0.502
4. H 0.366
5. H 0.521
6. H -0.394
7. H -1.033
8. H 0.713
9. O -0.710
10. H 0.275
11. H 0.241
12. O -0.423
13. H 0.260
14. H 0.166
15. O -0.732
16. H 0.458
17. H 0.365
18. O -0.706
19. H 0.277
20. H 0.323
21. O -0.930
22. H 0.326
23. H 0.210
24. O -0.727
25. H 0.387
26. H 0.332
27. O -0.845
28. H 0.414
29. H 0.553
30. O -0.669
31. H 0.434
32. H 0.291
33. O -0.815
34. H 0.518
35. H 0.366
36. O -0.587
37. H 0.253
38. H 0.327
39. O -0.665
40. H 0.353
41. H 0.318
42. O -0.594
43. H 0.276
44. H 0.239
45. O -0.619
46. H 0.282
47. H 0.356
48. O -0.685
49. H 0.262
50. H 0.463

=====

(6)
Formula: C2H3BF2O
Source: the OMol25 dataset
Level of theory: the ωB97M-V functional and the def2-TZVPD basis

```
9
Properties=species:S:1:pos:R:3:forces:R:3
B -0.007791 1.865973 -0.046383 1.5 0.0 0.3
C -2.041185 -0.466073 0.147249 0.0 0.1 -2.8
C -0.637810 -0.522903 -0.220925 1.3 2.4 2.1
O -2.728511 -0.687269 1.065144 0.0 -0.1 1.2
F -2.660228 -0.061591 -1.061383 -0.3 0.0 0.5
F -0.426134 3.075782 0.468454 0.3 -3.5 -1.3
H 0.073634 -0.981257 0.472067 -0.5 0.3 0.2
H 1.207653 1.758390 -0.480672 -2.0 0.4 0.6
H -0.356913 -0.783517 -1.213187 -0.4 0.3 -0.8
```
Forces are in eV/Å.

Computed properties:
Energy = -377.76447 a.u.
Energy relative to the best compared isomer or geometry (same formula, charge and spin) = 301.33 kJ/mol
Highest occupied orbital energy = -9.9 eV
LUMO level = -0.0330 Eh
Orbital gap = 9.0 eV

The net atomic charges from Mulliken, expressed in e, are:
1. B 0.453
2. C 0.696
3. C -0.857
4. O -0.459
5. F -0.264
6. F -0.223
7. H 0.320
8. H 0.014
9. H 0.320